Record 1
Entry from the Open Molecules 2025 dataset: a molecular structure, C48H45N6O4RbSi in a non-equilibrium geometry (wB97M-V/def2-TZVPD).

Geometry (Å):
Rb1 -0.8098 1.6894 0.6232
O1 -4.5682 4.4188 3.0624
C1 -3.5033 3.9949 2.6106
N1 -2.7042 3.0302 3.0837
C2 -2.6573 2.7234 4.3842
O2 -2.7852 3.4523 5.3692
C3 -2.3424 1.2517 4.6367
C4 -2.9654 0.6198 5.7102
C5 -2.7540 -0.7325 5.9051
C6 -1.9077 -1.4077 5.0375
C7 -1.3059 -0.6851 4.0190
N2 -1.5093 0.6126 3.8146
C8 -3.0681 4.5337 1.2469
C9 -4.0162 5.0791 0.3874
C10 -3.6074 5.5400 -0.8503
C11 -2.2625 5.4676 -1.1853
C12 -1.3869 4.9371 -0.2504
N3 -1.7744 4.4720 0.9329
H1 -3.6047 1.2082 6.3528
H2 -3.2473 -1.2572 6.7154
H3 -1.7199 -2.4695 5.1291
H4 -0.6424 -1.1748 3.3140
H5 -5.0452 5.1148 0.7165
H6 -4.3298 5.9412 -1.5523
H7 -1.8953 5.7921 -2.1493
H8 -0.3288 4.8419 -0.4739
C13 0.9353 2.8682 3.3893
O3 1.3998 2.6711 2.0609
C14 2.6761 2.9938 1.7578
C15 3.5975 3.4300 2.7061
C16 4.8969 3.7427 2.3237
C17 5.2836 3.6287 1.0007
C18 4.3636 3.1958 0.0547
C19 3.0617 2.8652 0.4086
N4 2.0673 2.4326 -0.5362
N5 2.6098 2.1073 -1.6333
C20 1.8575 1.6564 -2.6864
C21 0.4237 1.6468 -2.7379
O4 -0.3314 2.1120 -1.8601
C22 -0.1741 1.0058 -3.9108
C23 0.5610 0.4760 -4.9038
C24 1.9965 0.5293 -4.8856
C25 2.7492 -0.0185 -5.9350
C26 4.1240 0.0102 -5.9189
C27 4.7687 0.5959 -4.8207
C28 4.0518 1.1318 -3.7786
C29 2.6377 1.1242 -3.7749
H9 1.0291 3.9189 3.6758
H10 1.4874 2.2318 4.0877
H11 -0.1121 2.5780 3.3880
H12 3.3011 3.5248 3.7401
H13 5.6012 4.0842 3.0735
H14 6.2922 3.8817 0.6979
H15 4.6369 3.1083 -0.9872
H16 -1.2554 0.9538 -3.9032
H17 0.0764 -0.0226 -5.7379
H18 2.2156 -0.4749 -6.7621
H19 4.6958 -0.4201 -6.7319
H20 5.8525 0.6233 -4.7828
H21 4.5660 1.5625 -2.9320
C30 -2.7006 -1.0279 0.5997
Si1 -1.8701 -2.4766 0.0307
C31 -0.0990 -2.6510 0.7523
N6 0.7059 -1.4361 0.7494
C32 1.1506 -1.0388 -0.5968
C33 2.6686 -1.1150 -0.7824
C34 3.2013 -2.4019 -0.1629
C35 2.9236 -2.4269 1.3514
C36 1.8042 -1.4349 1.6988
C37 -1.7816 -2.5170 -1.8811
C38 -0.9822 -3.4182 -2.5875
C39 -0.9399 -3.4314 -3.9749
C40 -1.7264 -2.5442 -4.6975
C41 -2.5293 -1.6395 -4.0193
C42 -2.5403 -1.6189 -2.6310
C43 -2.4278 -4.3174 0.3981
C44 -2.3878 -4.7965 1.7115
C45 -2.7901 -6.0801 2.0521
C46 -3.2707 -6.9398 1.0726
C47 -3.3475 -6.4884 -0.2369
C48 -2.9324 -5.2011 -0.5591
H22 -2.6255 -0.8391 1.6722
H23 -3.7099 -0.8174 0.2432
H24 0.4159 -3.5066 0.2731
H25 -0.2448 -2.9570 1.7960
H26 0.7886 -0.0378 -0.8405
H27 0.6892 -1.7065 -1.3288
H28 3.1628 -0.2491 -0.3321
H29 2.8938 -1.0646 -1.8502
H30 4.2702 -2.5175 -0.3622
H31 2.7030 -3.2504 -0.6432
H32 3.8239 -2.1689 1.9185
H33 2.6341 -3.4343 1.6636
H34 2.2085 -0.4174 1.7411
H35 1.4078 -1.6417 2.6971
H36 -0.3749 -4.1314 -2.0370
H37 -0.2935 -4.1318 -4.4925
H38 -1.7011 -2.5506 -5.7815
H39 -3.1360 -0.9321 -4.5747
H40 -3.1281 -0.8778 -2.1012
H41 -2.0482 -4.1419 2.5090
H42 -2.7344 -6.4082 3.0847
H43 -3.5903 -7.9437 1.3298
H44 -3.7330 -7.1392 -1.0149
H45 -3.0079 -4.8827 -1.5924

Values from the calculation:
- total charge = -2
- molecular weight (Da) = 883.5
- ΔE to the lowest compared entry with this formula, charge and spin (kcal/mol) = 0.00
- E_HOMO (eV) = -1.26
- LUMO (eV) = 3.778
- orbital gap (eV) = 5.036

Record 2
Entry from the Open Molecules 2025 dataset: a molecular structure, C48H46GeN3O5SiTc (wB97M-V/def2-TZVPD).

Geometry (Å):
Tc1 0.2578 0.1881 -0.1663
O1 -0.0776 2.4939 3.2532
C1 -0.1753 1.6866 2.3412
O2 0.5910 1.6093 1.3050
C2 -1.2740 0.6500 2.3225
C3 -2.2228 0.5649 3.3258
C4 -3.2134 -0.3933 3.2225
C5 -3.2169 -1.2330 2.1175
C6 -2.2329 -1.0950 1.1595
N1 -1.2743 -0.1646 1.2492
H1 -2.1504 1.2580 4.1526
H2 -3.9683 -0.4956 3.9915
H3 -3.9636 -2.0070 2.0043
H4 -2.1772 -1.7377 0.2925
C7 3.8786 -1.1989 -1.2245
Si1 2.3912 -1.0073 -2.3364
C8 2.9854 -1.0840 -4.1250
C9 1.8453 -3.5708 -1.3068
N2 1.4667 0.3634 -1.9057
C10 1.1924 1.4804 -2.6598
C11 1.9768 1.9973 -3.7096
C12 1.5989 3.1153 -4.4369
C13 0.4182 3.7859 -4.1553
C14 -0.3732 3.3291 -3.1082
C15 0.0338 2.2335 -2.3781
O3 -0.7541 1.7214 -1.3278
C16 -1.6135 2.5644 -0.6233
C17 -2.9128 2.1244 -0.4533
C18 -3.7789 2.8751 0.3297
C19 -3.3408 4.0492 0.9239
C20 -2.0306 4.4713 0.7383
C21 -1.1533 3.7308 -0.0375
H5 4.4366 -2.1226 -1.4032
H6 3.5814 -1.1492 -0.1743
H7 4.5483 -0.3571 -1.4244
H8 3.8786 -0.4806 -4.3024
H9 2.2223 -0.7840 -4.8453
H10 3.2468 -2.1275 -4.3323
H11 2.3238 -4.3648 -1.8945
H12 1.0158 -4.0083 -0.7476
H13 2.5673 -3.2029 -0.5822
H14 2.9155 1.5142 -3.9365
H15 2.2458 3.4695 -5.2313
H16 0.1165 4.6543 -4.7263
H17 -1.2989 3.8287 -2.8520
H18 -3.2170 1.1910 -0.9098
H19 -4.7937 2.5299 0.4833
H20 -4.0117 4.6259 1.5478
H21 -1.6756 5.3692 1.2272
H22 -0.1176 4.0192 -0.1528
O4 0.1283 -3.0029 1.4494
C22 1.1591 -2.3148 1.4616
O5 1.3877 -1.2672 0.7745
C23 2.2991 -2.7334 2.3812
C24 2.3234 -4.2361 2.6180
Ge1 0.6636 -5.0742 3.2763
C25 1.2513 -6.2459 4.7793
C26 2.3154 -5.8230 5.5809
C27 2.7007 -6.5242 6.7166
C28 2.0266 -7.6825 7.0775
C29 0.9616 -8.1187 6.3020
C30 0.5800 -7.4036 5.1735
C31 -0.7438 -4.0528 4.1765
C32 -2.0871 -4.3674 3.9816
C33 -3.0804 -3.7668 4.7463
C34 -2.7484 -2.8157 5.7000
C35 -1.4160 -2.4730 5.8883
C36 -0.4267 -3.1002 5.1441
C37 -0.0853 -6.2611 1.9048
C38 -1.0281 -5.8052 0.9785
C39 -1.5214 -6.6455 -0.0115
C40 -1.0663 -7.9535 -0.1120
C41 -0.1094 -8.4139 0.7809
C42 0.3693 -7.5742 1.7795
H23 2.1737 -2.1863 3.3217
H24 3.2332 -2.3766 1.9435
H25 3.1298 -4.5125 3.2977
H26 2.5183 -4.7532 1.6733
H27 2.8620 -4.9206 5.3247
H28 3.5258 -6.1647 7.3199
H29 2.3246 -8.2364 7.9594
H30 0.4196 -9.0152 6.5791
H31 -0.2775 -7.7505 4.6037
H32 -2.3682 -5.1038 3.2378
H33 -4.1175 -4.0406 4.5904
H34 -3.5223 -2.3384 6.2890
H35 -1.1450 -1.7222 6.6206
H36 0.6105 -2.8368 5.3290
H37 -1.3574 -4.7745 1.0141
H38 -2.2462 -6.2638 -0.7199
H39 -1.4466 -8.6058 -0.8891
H40 0.2664 -9.4273 0.7030
H41 1.1254 -7.9534 2.4611
N3 1.3826 -2.4654 -2.1390
C43 0.2931 -2.7093 -2.9531
C44 -0.2553 -4.0102 -3.0900
C45 -1.3578 -4.2345 -3.9203
C46 -1.9398 -3.1994 -4.6319
C47 -1.4026 -1.9103 -4.5149
C48 -0.3096 -1.6670 -3.6876
H42 0.1724 -4.8455 -2.5564
H43 -1.7522 -5.2411 -4.0069
H44 -2.7936 -3.3840 -5.2719
H45 -1.8444 -1.0831 -5.0570
H46 0.0634 -0.6567 -3.5896

Values from the calculation:
- total charge = -1
- molecular weight (Da) = 943.6
- ΔE to the lowest compared entry with this formula, charge and spin (kcal/mol) = 0.00
- 2S+1 = 2
- E_HOMO (spin up / spin down) (eV) = -3.91 / -3.52
- LUMO (spin up / spin down) (eV) = 2.491 / 2.491
- orbital gap (spin up / spin down) (eV) = 6.398 / 6.012

Q: Which value of total charge does entry 1 give?
A: -2